Density functional theory data (ωB97M-V/def2-TZVPD) for a structure of composition C23H38Cl2N3O4Rh at a distorted geometry.

Structure (ORCA input):
```
! RIJCOSX wB97M-V def2-TZVPD def2/J DEFGRID3
* xyz 0 5
O -2.52 1.60 -0.66
C -3.16 0.72 -1.18
C -4.05 -0.25 -0.49
C -3.85 -0.75 0.80
H -2.85 -0.73 1.26
C -4.96 -1.24 1.53
H -4.82 -1.53 2.58
C -6.23 -1.31 0.94
H -7.09 -1.65 1.52
C -6.38 -0.92 -0.40
H -7.36 -0.98 -0.88
C -5.28 -0.43 -1.09
H -5.40 -0.10 -2.16
H -3.44 0.76 -2.22
C -1.43 -0.36 -3.51
C -1.48 -1.05 -2.12
H -2.00 -0.90 -4.25
H -0.37 -0.44 -3.78
H -1.71 0.72 -3.54
C -2.25 -2.18 -1.96
C -2.28 -3.28 -3.02
H -2.65 -2.41 -1.01
H -3.31 -3.53 -3.27
H -1.78 -4.19 -2.63
H -1.74 -3.00 -3.94
Rh -0.01 -0.92 -1.07
Cl -0.63 -1.97 0.85
Cl 0.90 -2.37 -2.41
C 2.60 -2.08 0.06
O 2.24 -0.96 -0.24
N 3.87 -2.48 0.23
C 4.98 -1.54 0.01
C 4.24 -3.85 0.51
H 1.86 -2.92 0.23
H 4.57 -0.55 -0.19
H 5.59 -1.88 -0.84
H 5.63 -1.53 0.89
H 3.33 -4.44 0.71
H 4.91 -3.92 1.37
H 4.76 -4.30 -0.34
H 2.86 2.95 -3.64
H 1.31 4.99 -2.70
C 1.86 2.58 -3.92
C 0.46 4.33 -2.87
N 0.90 2.94 -2.90
H 1.90 1.48 -4.04
C 0.48 2.02 -2.00
O 0.90 0.83 -2.13
H -0.28 4.45 -2.06
H -0.21 2.35 -1.22
H 1.58 3.05 -4.86
H 0.00 4.59 -3.83
O 0.49 1.01 0.72
C 0.97 1.15 1.88
C 1.09 2.50 2.56
C 0.57 2.57 4.01
C 1.55 2.10 5.10
C 1.94 0.63 5.02
C 2.45 0.20 3.65
N 1.42 0.09 2.63
H 2.15 2.82 2.52
H 0.52 3.18 1.94
H 0.32 3.61 4.22
H -0.37 2.00 4.10
H 2.46 2.71 5.05
H 1.09 2.29 6.07
H 2.72 0.43 5.77
H 1.07 0.00 5.30
H 3.21 0.93 3.33
H 2.96 -0.77 3.74
H 1.22 -0.83 2.24
*
```

LUMO (spin up / spin down) in eV: 0.7 / -0.6
Calculated total energy in eV: -65177.7898
Relative energy (zero: lowest compared OMol25 entry of this formula, charge and spin) in kcal per mole: 0.3
Strongest force on any atom in Eh/bohr: 0.102
Frontier orbital gap (spin up / spin down) in eV: 6.20 / 7.51

Partial charges, Mulliken, in e: atom 1 (O): -0.63, atom 2 (C): -0.43, atom 3 (C): 0.84, atom 4 (C): 0.15, atom 5 (H): 0.27, atom 6 (C): -0.80, atom 7 (H): 0.39, atom 8 (C): -0.32, atom 9 (H): 0.35, atom 10 (C): -0.74, atom 11 (H): 0.38, atom 12 (C): -0.16, atom 13 (H): 0.25, atom 14 (H): 0.34, atom 15 (C): -1.35, atom 16 (C): 1.56, atom 17 (H): 0.43, atom 18 (H): 0.45, atom 19 (H): 0.21, atom 20 (C): -0.69, atom 21 (C): -1.53, atom 22 (H): 0.63, atom 23 (H): 0.41, atom 24 (H): 0.31, atom 25 (H): 0.37, atom 26 (Rh): 0.47, atom 27 (Cl): -0.67, atom 28 (Cl): -0.50, atom 29 (C): -0.01, atom 30 (O): -0.54, atom 31 (N): 0.28, atom 32 (C): -0.97, atom 33 (C): -0.90, atom 34 (H): 0.21, atom 35 (H): 0.20, atom 36 (H): 0.34, atom 37 (H): 0.33, atom 38 (H): 0.27, atom 39 (H): 0.31, atom 40 (H): 0.32, atom 41 (H): 0.32, atom 42 (H): 0.34, atom 43 (C): -0.99, atom 44 (C): -0.94, atom 45 (N): 0.28, atom 46 (H): 0.26, atom 47 (C): 0.25, atom 48 (O): -0.76, atom 49 (H): 0.28, atom 50 (H): 0.20, atom 51 (H): 0.36, atom 52 (H): 0.32, atom 53 (O): 0.01, atom 54 (C): -0.01, atom 55 (C): -0.71, atom 56 (C): -0.71, atom 57 (C): -0.62, atom 58 (C): -0.77, atom 59 (C): -0.76, atom 60 (N): 0.25, atom 61 (H): 0.32, atom 62 (H): 0.32, atom 63 (H): 0.37, atom 64 (H): 0.35, atom 65 (H): 0.27, atom 66 (H): 0.33, atom 67 (H): 0.34, atom 68 (H): 0.30, atom 69 (H): 0.34, atom 70 (H): 0.47, atom 71 (H): 0.16

=====

Density functional theory data (ωB97M-V/def2-TZVPD) for a structure of composition C23H38N2O6PtSSeSi2.

Structure (ORCA input):
```
! RIJCOSX wB97M-V def2-TZVPD def2/J DEFGRID3
* xyz 0 5
Pt 0.13 -0.39 0.46
C 7.37 0.45 0.67
C 6.03 -0.21 0.48
C 5.06 -0.18 1.47
C 3.80 -0.74 1.30
C 2.82 -0.70 2.44
C 3.52 -1.36 0.07
Se 1.80 -2.05 -0.32
C 4.50 -1.47 -0.93
C 4.26 -2.17 -2.25
C 5.74 -0.88 -0.71
H 7.43 0.94 1.64
H 7.54 1.20 -0.10
H 8.17 -0.28 0.61
H 5.29 0.30 2.42
H 3.31 -0.35 3.35
H 2.38 -1.68 2.64
H 1.99 -0.02 2.22
H 3.57 -3.00 -2.15
H 5.20 -2.55 -2.65
H 3.84 -1.47 -2.98
H 6.50 -0.95 -1.48
C -1.03 1.50 3.22
Si -0.90 2.46 1.62
C -2.57 2.63 0.80
C -0.33 4.19 2.03
C 0.41 1.64 0.54
Si 0.57 2.10 -1.29
C -0.91 1.59 -2.30
C 0.76 3.96 -1.35
C 2.12 1.38 -2.04
H -1.94 1.78 3.77
H -0.17 1.71 3.86
H -1.07 0.43 3.05
H -3.29 3.02 1.52
H -2.96 1.69 0.42
H -2.52 3.34 -0.04
H -1.06 4.68 2.69
H -0.23 4.81 1.13
H 0.64 4.20 2.55
H 1.38 1.85 1.01
H -1.84 1.97 -1.88
H -0.98 0.50 -2.38
H -0.82 1.98 -3.32
H -0.18 4.47 -1.07
H 1.03 4.29 -2.35
H 1.53 4.30 -0.65
H 2.10 0.28 -2.03
H 3.01 1.70 -1.50
H 2.22 1.69 -3.09
O -2.52 -3.16 -2.89
C -3.85 -3.51 -2.59
N -4.81 -2.45 -2.87
C -5.06 -1.38 -2.06
O -5.72 -0.43 -2.41
C -4.51 -1.53 -0.67
C -5.31 -2.36 0.27
C -5.11 -2.36 1.73
C -4.21 -1.48 2.46
N -2.57 -0.97 0.77
C -3.34 -0.96 -0.43
H -2.03 -3.02 -2.06
H -3.95 -3.80 -1.54
H -4.14 -4.35 -3.21
H -5.09 -2.32 -3.83
H -6.29 -2.63 -0.09
H -5.96 -2.68 2.33
H -4.32 -1.36 3.52
H -2.85 -0.44 -1.24
O -1.24 -2.87 -0.21
S -1.73 -2.56 1.15
O -4.60 -3.44 0.90
O -3.37 -0.58 1.91
O -0.60 -1.96 1.96
*
```

LUMO (spin up / spin down) in eV: 0.4 / -2.7
Calculated total energy in eV: -134911.3104
Relative energy (zero: lowest compared OMol25 entry of this formula, charge and spin) in kcal per mole: 108.1
Strongest force on any atom in Eh/bohr: 0.013
Frontier orbital gap (spin up / spin down) in eV: 8.02 / 6.04

Partial charges, Mulliken, in e: atom 1 (Pt): 1.57, atom 2 (C): -1.50, atom 3 (C): 0.59, atom 4 (C): -1.07, atom 5 (C): 0.94, atom 6 (C): -1.67, atom 7 (C): 0.69, atom 8 (Se): -0.04, atom 9 (C): 0.80, atom 10 (C): -1.83, atom 11 (C): -0.83, atom 12 (H): 0.35, atom 13 (H): 0.34, atom 14 (H): 0.35, atom 15 (H): 0.27, atom 16 (H): 0.43, atom 17 (H): 0.37, atom 18 (H): 0.18, atom 19 (H): 0.42, atom 20 (H): 0.45, atom 21 (H): 0.29, atom 22 (H): 0.44, atom 23 (C): -0.90, atom 24 (Si): 0.10, atom 25 (C): -0.54, atom 26 (C): -1.17, atom 27 (C): -0.65, atom 28 (Si): -0.15, atom 29 (C): -0.86, atom 30 (C): -1.11, atom 31 (C): -0.72, atom 32 (H): 0.37, atom 33 (H): 0.32, atom 34 (H): 0.20, atom 35 (H): 0.38, atom 36 (H): -0.10, atom 37 (H): 0.36, atom 38 (H): 0.32, atom 39 (H): 0.29, atom 40 (H): 0.30, atom 41 (H): 0.35, atom 42 (H): 0.27, atom 43 (H): 0.20, atom 44 (H): 0.51, atom 45 (H): 0.29, atom 46 (H): 0.38, atom 47 (H): 0.35, atom 48 (H): -0.08, atom 49 (H): 0.32, atom 50 (H): 0.48, atom 51 (O): -0.55, atom 52 (C): -0.40, atom 53 (N): -0.02, atom 54 (C): -0.39, atom 55 (O): -0.66, atom 56 (C): 0.09, atom 57 (C): 0.35, atom 58 (C): 0.00, atom 59 (C): -0.89, atom 60 (N): 0.27, atom 61 (C): -0.28, atom 62 (H): 0.37, atom 63 (H): 0.31, atom 64 (H): 0.36, atom 65 (H): 0.29, atom 66 (H): 0.54, atom 67 (H): 0.53, atom 68 (H): 0.52, atom 69 (H): 0.00, atom 70 (O): -0.58, atom 71 (S): 0.41, atom 72 (O): -0.42, atom 73 (O): -0.30, atom 74 (O): -0.62

=====

Density functional theory data (ωB97M-V/def2-TZVPD) for a structure of composition C23H38N2O7OsSSi.

Structure (ORCA input):
```
! RIJCOSX wB97M-V def2-TZVPD def2/J DEFGRID3
* xyz 2 1
Os -0.12 0.53 0.10
O -1.89 4.60 -0.21
C -1.25 3.49 0.05
O -0.40 3.00 -0.67
C -1.69 2.91 1.38
O -0.89 1.77 1.64
C -1.25 0.95 2.78
C -1.56 -0.48 2.31
O -2.43 -1.11 2.84
O -0.77 -0.95 1.34
H -1.59 4.98 -1.05
H -1.55 3.65 2.17
H -2.75 2.65 1.33
H -0.37 0.92 3.43
H -2.09 1.38 3.31
O -2.04 0.59 -0.54
S -2.86 -0.77 -0.64
C -4.37 -0.44 0.33
C -5.53 -0.39 -0.66
C -4.98 0.22 -1.94
C -3.70 -0.56 -2.22
H -4.18 0.54 0.78
H -4.45 -1.18 1.12
H -6.35 0.19 -0.23
H -5.91 -1.39 -0.85
H -4.75 1.28 -1.81
H -5.68 0.13 -2.77
H -2.99 -0.10 -2.91
H -3.91 -1.58 -2.56
O 1.63 1.01 1.08
C 2.78 0.56 1.31
C 3.92 1.49 1.53
C 3.92 1.71 3.07
C 3.89 0.45 3.94
C 2.56 -0.33 3.99
C 2.27 -1.23 2.78
N 3.00 -0.73 1.59
H 3.78 2.43 0.99
H 4.86 1.03 1.22
H 3.06 2.34 3.32
H 4.81 2.29 3.31
H 4.12 0.77 4.96
H 4.72 -0.22 3.67
H 1.75 0.40 4.12
H 2.54 -0.94 4.89
H 1.21 -1.27 2.55
H 2.60 -2.25 2.95
H 3.99 -0.94 1.67
C 2.14 1.72 -2.07
Si 1.12 0.33 -2.77
C -0.38 0.92 -3.71
C 2.26 -0.75 -3.77
N 0.48 -0.56 -1.25
C 0.40 -1.98 -1.32
C -0.13 -2.56 -2.47
C -0.30 -3.94 -2.54
C 0.10 -4.74 -1.48
C 0.65 -4.16 -0.35
C 0.80 -2.79 -0.26
H 2.42 2.35 -2.92
H 3.08 1.32 -1.66
H 1.68 2.37 -1.33
H -0.04 1.64 -4.46
H -1.09 1.44 -3.07
H -0.89 0.12 -4.25
H 2.96 -0.09 -4.27
H 1.75 -1.34 -4.53
H 2.84 -1.43 -3.14
H -0.44 -1.94 -3.30
H -0.73 -4.38 -3.42
H -0.02 -5.81 -1.53
H 0.98 -4.79 0.47
H 1.25 -2.34 0.61
*
```

LUMO (spin up / spin down) in eV: -7.2 / -7.2
Calculated total energy in eV: -62947.6172
Relative energy (zero: lowest compared OMol25 entry of this formula, charge and spin) in kcal per mole: 0.0
Strongest force on any atom in Eh/bohr: 0.009
Frontier orbital gap (spin up / spin down) in eV: 7.11 / 7.11

Partial charges, Mulliken, in e: atom 1 (Os): 1.59, atom 2 (O): -0.46, atom 3 (C): 0.34, atom 4 (O): -0.46, atom 5 (C): -0.35, atom 6 (O): -0.54, atom 7 (C): -0.24, atom 8 (C): 0.39, atom 9 (O): -0.60, atom 10 (O): -0.92, atom 11 (H): 0.43, atom 12 (H): 0.59, atom 13 (H): 0.36, atom 14 (H): -0.08, atom 15 (H): 0.57, atom 16 (O): -0.72, atom 17 (S): 0.50, atom 18 (C): -0.54, atom 19 (C): -0.81, atom 20 (C): -0.57, atom 21 (C): -0.51, atom 22 (H): 0.07, atom 23 (H): 0.56, atom 24 (H): 0.39, atom 25 (H): 0.34, atom 26 (H): 0.20, atom 27 (H): 0.47, atom 28 (H): 0.11, atom 29 (H): 0.52, atom 30 (O): -1.04, atom 31 (C): 0.33, atom 32 (C): -0.96, atom 33 (C): -0.56, atom 34 (C): -0.95, atom 35 (C): -0.36, atom 36 (C): -0.23, atom 37 (N): -0.04, atom 38 (H): 0.35, atom 39 (H): 0.46, atom 40 (H): 0.25, atom 41 (H): 0.45, atom 42 (H): 0.44, atom 43 (H): 0.30, atom 44 (H): -0.06, atom 45 (H): 0.54, atom 46 (H): -0.28, atom 47 (H): 0.61, atom 48 (H): 0.51, atom 49 (C): -0.99, atom 50 (Si): 0.19, atom 51 (C): -0.88, atom 52 (C): -1.19, atom 53 (N): 1.52, atom 54 (C): 0.13, atom 55 (C): -0.16, atom 56 (C): -0.87, atom 57 (C): -0.72, atom 58 (C): -0.65, atom 59 (C): 0.05, atom 60 (H): 0.57, atom 61 (H): 0.24, atom 62 (H): 0.22, atom 63 (H): 0.51, atom 64 (H): 0.16, atom 65 (H): 0.37, atom 66 (H): 0.43, atom 67 (H): 0.35, atom 68 (H): 0.37, atom 69 (H): 0.32, atom 70 (H): 0.48, atom 71 (H): 0.42, atom 72 (H): 0.47, atom 73 (H): 0.25

=====

Density functional theory data (ωB97M-V/def2-TZVPD) for a cluster of 2 separate species, C23H38N5O3S2 in total at a distorted geometry.

Structure (ORCA input):
```
! RIJCOSX wB97M-V def2-TZVPD def2/J DEFGRID3
* xyz 1 1
C 6.47 -3.90 -1.49
C 5.94 -3.10 -2.40
C 5.17 -2.13 -3.46
C 3.98 -1.43 -2.63
C 4.36 -0.79 -1.21
C 3.22 -0.13 -0.33
S 3.70 0.59 1.33
C 1.74 -0.14 -0.91
N 0.61 0.41 -0.14
N 1.46 -0.71 -2.24
C 2.46 -1.33 -3.11
C 2.13 -1.95 -4.58
C 0.89 -1.22 -5.32
C -0.58 -1.67 -4.80
C -0.59 -3.00 -3.87
C -2.09 -3.43 -3.44
C -2.71 -2.39 -2.33
C -2.44 -2.93 -0.82
S -3.24 -1.83 0.49
C -3.43 -0.10 -0.17
N -2.42 0.67 -0.88
N -2.92 1.91 -1.18
C -4.29 1.89 -0.65
O -4.66 0.63 -0.02
H 7.12 -4.55 -0.79
H 4.66 -2.87 -4.21
H 5.90 -1.40 -3.96
H 5.43 -0.78 -0.80
H 2.62 0.54 2.21
H 0.16 1.22 -0.60
H 0.83 0.59 0.85
H 0.47 -0.66 -2.54
H 3.08 -1.71 -5.22
H 2.07 -3.11 -4.57
H 0.98 -0.08 -5.13
H 0.95 -1.38 -6.46
H -1.00 -0.78 -4.18
H -1.28 -1.78 -5.72
H -0.17 -3.86 -4.53
H 0.11 -2.93 -2.95
H -2.73 -3.41 -4.41
H -2.04 -4.49 -2.98
H -3.85 -2.29 -2.56
H -2.23 -1.36 -2.51
H -2.86 -4.00 -0.76
H -1.31 -2.96 -0.61
H -5.03 2.77 -0.69
C -0.45 5.18 5.85
O -0.77 3.87 6.30
C -2.16 3.56 6.16
C -2.35 2.43 5.14
N -2.06 2.90 3.79
C -1.99 1.82 2.80
C -0.84 0.81 2.94
O 0.45 1.37 2.71
C 1.06 1.94 3.86
H 0.60 5.37 6.07
H -0.59 5.26 4.77
H -1.06 5.93 6.36
H -2.76 4.44 5.90
H -2.50 3.20 7.14
H -3.38 2.07 5.19
H -1.68 1.61 5.42
H -1.17 3.39 3.79
H -1.90 2.31 1.82
H -2.95 1.29 2.79
H -0.98 0.06 2.16
H -0.87 0.27 3.89
H 0.76 1.43 4.78
H 0.82 3.00 3.93
H 2.14 1.85 3.75
*
```

LUMO in eV: -3.9
Calculated total energy in eV: -59711.6184
Strongest force on any atom in Eh/bohr: 0.140
Frontier orbital gap in eV: 6.93

Partial charges, Mulliken, in e: atom 1 (C): -0.19, atom 2 (C): -0.41, atom 3 (C): -0.31, atom 4 (C): 0.01, atom 5 (C): -0.50, atom 6 (C): -0.14, atom 7 (S): -0.17, atom 8 (C): 0.38, atom 9 (N): 0.05, atom 10 (N): 0.22, atom 11 (C): 0.57, atom 12 (C): -0.72, atom 13 (C): -0.87, atom 14 (C): -0.47, atom 15 (C): -0.31, atom 16 (C): -0.78, atom 17 (C): -0.28, atom 18 (C): -0.52, atom 19 (S): -0.16, atom 20 (C): 0.21, atom 21 (N): 0.22, atom 22 (N): -0.57, atom 23 (C): 0.00, atom 24 (O): -0.25, atom 25 (H): 0.37, atom 26 (H): 0.25, atom 27 (H): 0.33, atom 28 (H): 0.36, atom 29 (H): 0.10, atom 30 (H): 0.22, atom 31 (H): -0.09, atom 32 (H): 0.11, atom 33 (H): 0.46, atom 34 (H): 0.40, atom 35 (H): 0.29, atom 36 (H): 0.34, atom 37 (H): 0.03, atom 38 (H): 0.45, atom 39 (H): 0.29, atom 40 (H): 0.20, atom 41 (H): 0.33, atom 42 (H): 0.34, atom 43 (H): 0.34, atom 44 (H): 0.04, atom 45 (H): 0.42, atom 46 (H): 0.24, atom 47 (H): 0.34, atom 48 (C): -0.72, atom 49 (O): -0.34, atom 50 (C): -0.81, atom 51 (C): -0.21, atom 52 (N): -0.23, atom 53 (C): -0.71, atom 54 (C): -0.38, atom 55 (O): -0.57, atom 56 (C): -0.52, atom 57 (H): 0.24, atom 58 (H): 0.31, atom 59 (H): 0.35, atom 60 (H): 0.41, atom 61 (H): 0.40, atom 62 (H): 0.37, atom 63 (H): 0.19, atom 64 (H): 0.10, atom 65 (H): 0.28, atom 66 (H): 0.39, atom 67 (H): 0.25, atom 68 (H): 0.31, atom 69 (H): 0.32, atom 70 (H): 0.07, atom 71 (H): 0.35